(1)
Molecular formula: C4H6O2
Method: DFT, wB97M-V/def2-TZVPD

Structure (ORCA input):
```
! RIJCOSX wB97M-V def2-TZVPD def2/J DEFGRID3
* xyz 0 1
C -0.297 1.380 -0.979
O -1.569 0.659 -0.664
C -0.393 0.063 -0.388
C 0.075 -1.340 -0.307
O 1.078 -1.038 0.651
C 0.449 0.130 1.163
H 0.188 1.533 0.071
H -0.244 1.610 -2.056
H 0.479 -1.820 -1.195
H -0.739 -1.934 0.133
H -0.276 -0.039 1.968
H 1.249 0.797 1.603
*
```

Calculated values
Energy above the lowest of the compared OMol25 structures with the same formula, charge and spin ... 5.951 eV
SMILES string ... C1OCC12CO2

Atom charges from the natural (NBO) analysis, given in e for atoms 1 to 8: C -0.2168; O -0.4593; C 0.2489; C -0.0988; O -0.5212; C -0.1874; H 0.2717; H 0.2224


(2)
Molecular formula: C4H6O2
Method: DFT, wB97M-V/def2-TZVPD

Structure (ORCA input):
```
! RIJCOSX wB97M-V def2-TZVPD def2/J DEFGRID3
* xyz 0 1
C 1.444 0.325 0.321
C 0.404 -0.785 0.355
O -0.832 -0.565 0.999
C -1.602 0.166 0.066
O -0.698 1.011 -0.596
C 0.446 0.204 -0.779
H 2.459 0.033 0.046
H 1.365 1.148 1.020
H 0.737 -1.815 0.455
H -2.083 -0.500 -0.673
H -2.347 0.761 0.601
H 0.706 0.016 -1.815
*
```

Calculated values
Energy above the lowest of the compared OMol25 structures with the same formula, charge and spin ... 2.308 eV
SMILES string ... C1O[C@H]2C[C@H]2O1

Atom charges from the natural (NBO) analysis, given in e for atoms 1 to 8: C -0.4582; C 0.0442; O -0.5169; C 0.2290; O -0.5146; C 0.0395; H 0.2201; H 0.2344


(3)
Molecular formula: C4H6O2
Method: DFT, wB97M-V/def2-TZVPD

Structure (ORCA input):
```
! RIJCOSX wB97M-V def2-TZVPD def2/J DEFGRID3
* xyz 0 1
O 0.892 1.762 2.197
C -0.105 1.352 1.707
O -0.473 -0.059 1.264
C 0.312 -0.542 0.218
C 0.328 0.157 -1.119
C -0.315 -1.199 -0.974
H -1.071 1.496 1.250
H 1.246 -0.952 0.578
H -0.348 0.994 -1.279
H 1.276 0.242 -1.643
H -1.399 -1.243 -1.026
H 0.195 -2.061 -1.397
*
```

Calculated values
Energy above the lowest of the compared OMol25 structures with the same formula, charge and spin ... 2.998 eV
SMILES string ... O=COC1CC1

Atom charges from the natural (NBO) analysis, given in e for atoms 1 to 8: O -0.4790; C 0.6505; O -0.6052; C 0.0730; C -0.4608; C -0.4305; H 0.1816; H 0.1884


(4)
Molecular formula: C4H6O2
Method: DFT, wB97M-V/def2-TZVPD

Structure (ORCA input):
```
! RIJCOSX wB97M-V def2-TZVPD def2/J DEFGRID3
* xyz 0 1
C -1.327 -0.361 0.432
C 0.010 0.181 0.922
C 0.494 0.856 -0.549
O -0.043 1.723 -1.205
C 1.511 -0.141 -1.084
O 1.810 -0.998 -0.291
H -2.024 0.468 0.345
H -1.151 -0.766 -0.573
H -1.763 -1.178 1.014
H 0.541 -0.645 1.457
H -0.004 1.002 1.627
H 1.946 -0.141 -2.094
*
```

Calculated values
Energy above the lowest of the compared OMol25 structures with the same formula, charge and spin ... 2.231 eV
SMILES string ... CCC(=O)C=O

Atom charges from the natural (NBO) analysis, given in e for atoms 1 to 8: C -0.6110; C -0.4904; C 0.5104; O -0.4895; C 0.3030; O -0.4672; H 0.2200; H 0.1976


(5)
Molecular formula: C4H6O2
Method: DFT, wB97M-V/def2-TZVPD

Structure (ORCA input):
```
! RIJCOSX wB97M-V def2-TZVPD def2/J DEFGRID3
* xyz 1 2
C -2.962 -0.520 0.011
C -2.023 0.614 0.191
H -2.543 -1.469 0.375
H -3.910 -0.277 0.512
H -3.180 -0.583 -1.067
O 2.195 1.179 -0.074
C 1.236 1.827 -0.081
C 2.907 -0.153 -0.024
H 2.164 -0.838 0.389
H 3.164 -0.341 -1.067
H 3.759 0.042 0.627
O -0.806 0.519 0.207
*
```

Calculated values
Energy above the lowest of the compared OMol25 structures with the same formula, charge and spin ... 1.243 eV
<S²> ... 0.753

Atom charges from the natural (NBO) analysis, given in e for atoms 1 to 8: C -0.7773; C 0.6158; H 0.2501; H 0.2642; H 0.2757; O -0.4728; C 0.8760; C -0.2144


(6)
Molecular formula: C4H6O2P
Method: DFT, wB97M-V/def2-TZVPD

Structure (ORCA input):
```
! RIJCOSX wB97M-V def2-TZVPD def2/J DEFGRID3
* xyz -1 1
C -0.844 0.351 0.841
C -1.310 -0.816 0.085
C 0.249 1.099 0.581
C -1.140 -1.131 -1.183
O 1.746 1.822 -1.447
O 2.663 0.291 0.382
P 1.407 0.571 -0.754
H -1.387 0.439 1.909
H -1.842 -1.660 0.811
H 0.428 1.966 1.143
H -0.635 -0.541 -1.850
H -1.535 -2.119 -1.503
H 2.200 -0.273 0.985
*
```

Calculated values
Energy above the lowest of the compared OMol25 structures with the same formula, charge and spin ... 1.729 eV
SMILES string ... C=C/C=C\P([O-])O

Atom charges from the natural (NBO) analysis, given in e for atoms 1 to 8: C -0.2810; C -0.2214; C -0.5091; C -0.3953; O -1.1971; O -1.0295; P 1.2719; H 0.1636


(7)
Molecular formula: C4H6O2S
Method: DFT, wB97M-V/def2-TZVPD

Structure (ORCA input):
```
! RIJCOSX wB97M-V def2-TZVPD def2/J DEFGRID3
* xyz 0 1
C 0.305 -0.483 0.861
C 0.913 -0.562 -0.499
C 0.071 0.598 -1.198
C -1.169 0.714 -0.275
O 0.267 -0.997 3.498
O -0.757 0.323 0.993
S 0.895 -1.217 2.193
H 1.992 -0.313 -0.623
H 0.666 -1.569 -0.857
H 0.563 1.613 -1.090
H -0.176 0.077 -2.134
H -1.608 1.770 -0.067
H -1.962 0.046 -0.800
*
```

Calculated values
Energy above the lowest of the compared OMol25 structures with the same formula, charge and spin ... 2.249 eV

Atom charges from the natural (NBO) analysis, given in e for atoms 1 to 8: C -0.0128; C -0.4786; C -0.4426; C -0.0810; O -0.9205; O -0.4601; S 1.0552; H 0.2543


(8)
Molecular formula: C4H6O3Pt
Method: DFT, wB97M-V/def2-TZVPD

Structure (ORCA input):
```
! RIJCOSX wB97M-V def2-TZVPD def2/J DEFGRID3
* xyz -1 4
O 2.088 1.238 -0.813
C 2.036 -0.015 -0.876
O 1.849 -0.361 0.840
C 0.818 -1.339 0.698
C -0.054 -0.697 -0.382
O -0.647 0.464 0.326
C -1.719 1.041 -0.379
Pt 0.928 1.375 0.977
H 0.336 -1.636 1.649
H 1.252 -2.270 0.292
H -0.870 -1.392 -0.652
H -1.927 2.026 0.057
H -1.473 1.159 -1.447
H -2.617 0.408 -0.291
*
```

Calculated values
Energy above the lowest of the compared OMol25 structures with the same formula, charge and spin ... 0.000 eV
<S²> ... 3.756

Atom charges from the natural (NBO) analysis, given in e for atoms 1 to 8: O -0.7726; C 0.3637; O -0.7291; C -0.1466; C -0.2831; O -0.6257; C -0.2392; Pt 0.4433